Record 1
Molecular formula: C21H28BN3O4S
Method: DFT, ωB97M-V with the def2-TZVPD basis set

CARTESIAN COORDINATES (ANGSTROEM)
S -5.10 3.15 -0.31
O -0.39 6.19 -3.11
O 1.37 2.00 -3.79
O -3.59 -0.51 0.31
O 3.11 -2.09 1.48
N 1.01 4.17 -2.76
N 0.21 -5.15 5.42
N 2.89 4.63 -1.14
C 2.29 -4.35 4.50
C -3.45 2.86 -1.14
C 0.65 2.76 -3.10
C 4.51 -1.87 1.16
C 0.37 -0.52 -0.02
C 2.33 -2.36 0.29
C -1.29 3.96 -2.20
C -0.77 2.52 -2.42
C 1.55 -5.16 5.35
C -5.08 -0.48 -1.84
C -1.52 1.21 -2.06
C 1.60 -3.49 3.66
C 0.21 -3.46 3.71
C -0.22 5.01 -2.76
C -0.43 -4.31 4.60
C -2.68 4.14 -1.54
C -2.93 1.40 -1.39
C 1.43 4.36 -1.30
C -0.85 -0.20 -2.40
C 1.90 -0.95 -0.37
C -0.59 -1.15 -1.14
B -3.85 0.13 -0.97
H 2.61 -0.10 -0.11
H 3.24 3.82 -0.61
H 4.88 -2.50 0.29
H -0.36 -2.80 3.07
H 4.75 -0.77 0.91
H -4.92 -0.28 -2.95
H -6.05 0.00 -1.45
H -0.04 -2.08 -1.55
H 3.04 5.45 -0.53
H -3.09 5.20 -1.38
H 0.17 0.03 -2.89
H 3.37 -4.40 4.49
H -5.15 -1.59 -1.56
H 2.14 -2.84 2.97
H 2.05 -5.85 6.03
H 0.87 5.31 -0.93
H -1.47 -0.73 -3.21
H -1.51 -4.32 4.68
H 0.12 -1.08 0.97
H -2.80 -0.06 0.70
H 2.93 -3.00 -0.46
H 5.12 -2.17 2.08
H -1.52 -1.54 -0.62
H 1.05 3.51 -0.63
H 1.44 -3.01 0.61
H 1.96 -1.09 -1.51
H 0.24 0.59 0.17
H -5.79 3.88 -1.28

Computed properties:
highest occupied orbital energy	-9.341	eV
energy relative to the best compared isomer or geometry (same formula, charge and spin)	5.519	eV
orbital gap	8.25	eV
LUMO energy	-0.0402	Eh
largest force on an atom	4.8	eV/A
total energy	-1705.0780	a.u.



Record 2
Molecular formula: C21H28Cl5N6O6ReS
Method: DFT, ωB97M-V with the def2-TZVPD basis set

CARTESIAN COORDINATES (ANGSTROEM)
Re 0.91 1.25 -0.60
Cl 3.00 1.81 -5.62
Cl 1.22 4.05 -5.03
Cl 0.41 -0.14 3.90
Cl 0.10 1.48 -5.88
Cl 5.18 1.82 5.35
S 0.74 -4.63 -1.10
O -3.05 -3.63 1.00
O 1.12 0.95 1.31
O -2.95 -1.84 2.22
O 2.59 2.46 -0.34
O 1.12 -3.68 -0.07
O 0.99 -4.26 -2.47
N 1.05 1.57 -2.53
N -1.70 2.68 -0.05
N -1.39 -2.33 -0.95
N -0.48 -0.35 -0.63
N -2.67 -2.51 1.25
N -0.45 2.99 -0.59
C -2.42 3.75 0.71
C 3.17 2.01 1.94
C 2.00 1.22 2.21
C 1.83 0.71 3.54
C 3.36 2.58 0.64
C -1.07 -4.82 -0.94
C -1.42 4.50 1.58
C -3.45 3.03 1.56
C -0.05 -1.40 -2.87
C 1.49 -6.26 -0.82
C -1.21 -0.65 0.49
C -3.10 4.70 -0.28
C -0.63 -1.38 -1.50
C 1.42 -6.68 0.63
C -1.77 -3.62 -1.56
C 1.26 1.88 -3.62
C 3.97 1.63 4.18
C 2.81 0.90 4.49
C 1.43 2.29 -5.00
C 4.14 2.19 2.92
C -1.79 -1.86 0.30
H -0.03 3.70 0.00
H -1.31 0.00 1.34
H 1.79 -5.90 1.29
H -4.05 3.76 2.10
H -0.64 -0.77 -3.53
H -0.01 -2.41 -3.27
H 0.41 -6.97 0.93
H 0.97 -1.04 -2.84
H -1.29 -4.92 0.12
H 2.06 -7.56 0.77
H -2.29 2.22 -0.72
H 5.03 2.76 2.70
H -3.88 4.18 -0.85
H 4.26 3.18 0.48
H -0.80 3.81 2.16
H -2.97 2.37 2.29
H -2.39 5.13 -0.99
H 2.68 0.49 5.48
H -1.55 -3.56 -2.62
H -4.13 2.43 0.95
H -3.58 5.51 0.25
H 2.50 -6.09 -1.18
H -1.36 -5.73 -1.47
H -1.97 5.11 2.31
H 0.96 -6.92 -1.52
H -0.48 3.37 -1.54
H -0.80 5.20 1.01
H -2.84 -3.75 -1.43

Computed properties:
highest occupied orbital energy (spin up / spin down)	-17.171 / -17.165	eV
net charge	+3
energy relative to the best compared isomer or geometry (same formula, charge and spin)	0.000	eV
orbital gap (spin up / spin down)	4.74 / 4.89	eV
LUMO energy (spin up / spin down)	-0.4568 / -0.4512	Eh
largest force on an atom	3.0	eV/A
spin multiplicity	2
total energy	-4373.2458	a.u.



Record 3
Molecular formula: C21H28ClN3O2Y
Method: DFT, ωB97M-V with the def2-TZVPD basis set

CARTESIAN COORDINATES (ANGSTROEM)
Y 0.46 0.25 0.08
Cl 2.85 0.42 0.65
O 1.09 0.33 -4.20
O 0.38 -0.27 4.29
N -0.18 0.25 2.21
N 1.45 3.58 0.49
N 0.58 0.76 -2.09
C 1.16 -1.82 2.50
C -0.66 2.69 2.55
C 1.63 -1.44 -2.54
C -0.26 1.06 4.39
C 0.29 2.03 -2.78
C -1.06 2.55 -2.37
C -1.22 -3.53 2.14
C 1.11 -0.11 -2.95
C 0.94 -2.09 -1.35
C 0.73 -2.29 1.12
C -2.35 1.02 2.93
C 1.37 3.09 -2.58
C 1.47 -1.97 -0.04
C 0.46 -0.61 3.02
C 0.35 1.61 -4.25
C -0.46 -3.03 0.94
C -0.25 -2.84 -1.48
C -0.80 -3.14 -2.85
C 1.03 2.48 0.41
C -0.86 1.28 3.02
C -0.85 -3.36 -0.34
H 1.23 3.92 -3.31
H 0.93 2.25 -4.92
H 2.68 -1.31 -2.28
H -1.78 -2.73 2.64
H -0.98 2.79 1.50
H -2.55 -0.05 2.86
H -1.97 -4.28 1.84
H -0.63 1.40 -4.69
H -2.76 1.47 2.01
H 2.36 -1.30 0.09
H 0.39 2.98 2.66
H -1.61 -3.88 -2.79
H -1.09 2.86 -1.32
H -1.24 3.47 3.07
H -0.05 -3.54 -3.55
H 1.41 3.55 -1.60
H 1.62 -2.13 -3.40
H 2.35 2.61 -2.73
H 2.21 -1.55 2.45
H -1.85 1.80 -2.49
H 1.07 -2.64 3.23
H -0.60 -4.01 2.90
H -2.88 1.45 3.79
H -1.37 3.43 -2.96
H -1.23 -2.25 -3.33
H 0.59 1.74 4.59
H -1.72 -4.04 -0.47
H -0.94 1.07 5.25

Computed properties:
highest occupied orbital energy (spin up / spin down)	-0.388 / -0.267	eV
net charge	-1
energy relative to the best compared isomer or geometry (same formula, charge and spin)	0.663	eV
orbital gap (spin up / spin down)	3.11 / 3.02	eV
LUMO energy (spin up / spin down)	0.0999 / 0.1010	Eh
largest force on an atom	4.1	eV/A
total energy	-1630.2776	a.u.



Record 4
Molecular formula: C21H28F3O4Tc
Method: DFT, ωB97M-V with the def2-TZVPD basis set

CARTESIAN COORDINATES (ANGSTROEM)
Tc -0.02 -1.04 -0.77
F 3.70 -3.92 -1.43
F 2.00 -5.35 -1.54
F 2.98 -4.94 0.40
O 0.24 -1.54 -3.65
O 0.29 1.47 -5.09
O 1.20 -2.68 -1.62
O 1.33 -2.80 0.57
C -1.44 -1.20 0.80
C 1.93 0.64 -1.56
C 0.08 3.53 -5.58
C 0.15 -1.97 -6.06
C 1.13 -2.62 -3.94
C 0.68 0.98 -0.89
C -0.74 2.48 -4.82
C -2.01 -0.36 -1.31
C -0.54 -1.31 -4.87
C -0.99 2.80 -3.36
C -1.65 -2.32 -0.10
C 1.19 -2.91 -5.43
C 2.70 -0.19 -0.73
C -2.03 -1.79 -1.37
C -1.99 1.96 -5.50
C 1.21 2.46 -5.59
C -1.77 0.00 0.06
C 2.61 -4.41 -0.78
C 1.64 -3.22 -0.55
C 0.84 0.45 0.46
C 2.01 -0.41 0.51
H 3.73 -0.49 -0.89
H -2.85 2.64 -5.40
H -0.02 2.96 -2.86
H -1.56 -1.76 -4.74
H 1.99 2.61 -4.81
H -0.68 -2.53 -6.55
H 2.39 -0.93 1.42
H -1.67 -3.38 0.19
H 2.10 -2.35 -3.55
H 0.89 -3.94 -5.69
H 0.26 0.77 1.31
H 2.23 1.07 -2.51
H -2.25 0.30 -2.12
H -1.60 3.71 -3.27
H 1.63 2.05 -6.53
H 2.22 -2.74 -5.75
H -1.55 1.95 -2.93
H 0.62 -1.32 -6.81
H -0.44 3.83 -6.51
H -1.76 1.71 -6.55
H -1.16 -1.26 1.85
H -2.24 1.04 -4.98
H 0.80 -3.52 -3.43
H -0.63 -0.23 -5.11
H -2.30 -2.35 -2.26
H -1.96 1.01 0.43
H -0.03 1.75 -1.20
H 0.28 4.42 -5.00

Computed properties:
highest occupied orbital energy (spin up / spin down)	-11.400 / -12.093	eV
net charge	+1
energy relative to the best compared isomer or geometry (same formula, charge and spin)	0.000	eV
orbital gap (spin up / spin down)	7.63 / 6.94	eV
LUMO energy (spin up / spin down)	-0.1386 / -0.1894	Eh
largest force on an atom	2.9	eV/A
spin multiplicity	4
total energy	-1497.9523	a.u.